# 1
Entry from the Open Molecules 2025 dataset: a molecular structure, C2Br2Cl2S at a distorted geometry (ωB97M-V with the def2-TZVPD basis set).

The geometry in XYZ format:
```
7
Properties=species:S:1:pos:R:3:mulliken_charge:R:1
C 1.005 0.091 -0.208 0.19
C -1.504 -0.137 0.628 -0.01
S 0.231 0.111 1.303 -0.01
Cl 1.045 1.699 -0.858 -0.08
Cl 1.143 -1.181 -1.310 -0.06
Br -2.025 1.287 -0.484 0.01
Br -1.760 -1.898 -0.178 -0.04
```

Results
- orbital gap (alpha / beta) (Eh) = 0.265 / 0.285
- ΔE to the lowest compared entry with this formula, charge and spin (kcal/mol) = 56.55
- LUMO energy (alpha / beta) (eV) = -1.62 / -1.40



# 2
Entry from the Open Molecules 2025 dataset: 25 unconnected molecules or ions with the total composition C3H55O25 at a distorted geometry (ωB97M-V with the def2-TZVPD basis set).

The geometry in XYZ format:
```
83
Properties=species:S:1:pos:R:3:mulliken_charge:R:1
C -0.684 -1.079 -0.421 3.24
C -0.369 -0.027 0.620 0.33
C 0.404 1.204 0.076 1.52
O -1.598 0.235 1.233 1.20
H 0.318 -1.210 -0.954 -1.37
H -1.349 -0.745 -1.157 0.18
H -0.931 -2.050 0.099 -1.09
H 0.275 -0.412 1.429 -0.39
H 0.339 1.983 0.839 -0.62
H 0.003 1.621 -0.896 -0.79
H 1.440 0.936 -0.056 -0.88
O 0.474 2.835 -2.977 -0.68
H 0.337 3.614 -2.448 0.22
H 1.227 2.968 -3.607 0.29
O -1.397 -2.147 2.635 -0.88
H -1.369 -1.466 1.933 0.02
H -0.573 -2.240 3.098 0.38
O -0.284 -4.391 1.663 -0.71
H 0.374 -4.293 0.947 0.28
H -0.604 -3.557 1.934 0.47
O 2.840 0.303 2.471 -0.63
H 2.108 0.852 2.793 0.30
H 3.295 0.107 3.321 0.32
O 0.449 1.074 3.485 -0.82
H -0.060 1.099 4.294 0.28
H -0.126 0.672 2.856 0.18
O -4.129 -1.560 -2.484 -0.78
H -3.995 -1.475 -1.544 0.48
H -4.386 -0.647 -2.611 0.34
O 2.410 3.984 1.230 -0.62
H 3.077 3.334 1.263 0.38
H 2.826 4.806 1.567 0.29
O -1.874 -1.713 -3.928 -0.69
H -2.333 -2.123 -4.710 0.25
H -2.605 -1.633 -3.264 0.43
O -3.521 -1.892 0.210 -0.77
H -2.879 -2.425 -0.224 0.34
H -2.994 -1.240 0.696 0.46
O 3.466 2.236 -1.732 -0.60
H 3.364 2.784 -2.554 0.32
H 2.563 1.882 -1.721 0.33
O -2.108 -4.145 -1.035 -0.72
H -1.292 -3.808 -0.786 0.32
H -2.033 -4.400 -1.930 0.31
O 0.246 3.900 2.684 -0.85
H 1.066 3.950 2.108 0.51
H 0.294 3.019 3.085 0.34
O 1.828 0.348 -3.109 -0.47
H 2.339 0.457 -3.904 0.23
H 1.234 1.087 -3.052 0.27
O -1.892 2.974 1.360 -0.80
H -1.065 3.413 1.638 0.60
H -1.543 2.066 1.164 -0.23
O 1.167 -2.073 3.410 -0.86
H 1.972 -2.437 3.866 0.28
H 1.347 -1.125 3.449 0.27
O 0.506 -2.737 -2.994 -0.79
H 0.981 -2.003 -2.646 0.21
H -0.278 -2.383 -3.395 0.40
O -3.525 0.747 3.057 -0.75
H -2.826 0.644 2.418 0.04
H -3.870 1.658 3.041 0.29
O -1.418 4.383 -1.239 -0.70
H -1.497 3.656 -0.629 0.50
H -1.541 5.116 -0.639 0.28
O 4.295 1.724 0.980 -0.78
H 3.730 1.056 1.438 0.41
H 4.090 1.684 0.046 0.36
O 3.306 -0.836 -0.591 -0.63
H 2.434 -0.466 -0.644 0.10
H 3.209 -1.574 0.046 0.50
O -3.057 1.213 -0.689 -0.72
H -2.577 1.275 -1.513 0.39
H -2.501 0.796 -0.056 0.02
O -2.006 1.533 -3.231 -0.71
H -1.741 0.794 -3.698 0.37
H -1.208 1.982 -2.995 0.34
O 0.727 -4.181 -0.842 -0.51
H 0.634 -3.631 -1.607 0.39
H 0.910 -5.039 -1.135 0.23
O 2.901 -2.805 1.403 -0.67
H 2.881 -3.689 1.735 0.32
H 2.352 -2.344 2.027 0.44
```

Results
- orbital gap (Eh) = 0.281
- ΔE to the lowest compared entry with this formula, charge and spin (kcal/mol) = 20.60
- LUMO energy (eV) = 1.63
- charge = -1



# 3
Entry from the Open Molecules 2025 dataset: 2 unconnected molecules or ions with the total composition CH4O2 at a distorted geometry (ωB97M-V with the def2-TZVPD basis set).

The geometry in XYZ format:
```
7
Properties=species:S:1:pos:R:3:mulliken_charge:R:1
C -0.973 0.254 -0.484 0.08
O -1.243 0.486 -1.659 -0.44
H 0.048 0.333 -0.040 0.04
H -1.797 -0.058 0.201 0.22
O 1.320 -0.040 0.393 -0.61
H 0.658 -0.219 1.098 0.39
H 1.988 -0.756 0.492 0.32
```

Results
- orbital gap (Eh) = 0.350
- ΔE to the lowest compared entry with this formula, charge and spin (kcal/mol) = 35.14
- structure (SMILES) = C=O.O
- LUMO energy (eV) = 0.40



# 4
Entry from the Open Molecules 2025 dataset: a molecular structure, C36H77IN2O10S2Si2 at a distorted geometry (ωB97M-V with the def2-TZVPD basis set).

The geometry in XYZ format:
```
130
Properties=species:S:1:pos:R:3:mulliken_charge:R:1
C -6.682 4.899 2.137 -0.73
C -7.638 4.492 0.905 -0.10
C -7.422 5.419 -0.392 -0.92
N -5.994 5.654 -0.756 -0.27
Si -5.152 4.131 -1.252 -0.17
I -6.728 2.442 -2.103 -0.15
C -3.937 4.685 -2.665 -0.05
C -4.253 4.010 -4.078 -0.71
C -2.938 4.247 -5.018 -0.29
S -2.513 2.613 -5.855 -0.27
O -4.184 3.663 0.092 -0.05
Si -3.680 2.014 0.095 -0.65
C -2.294 1.910 1.452 -0.79
C -1.687 3.372 1.804 0.17
C -0.255 3.304 2.521 -0.81
C 0.872 4.142 1.738 -0.43
C 0.484 5.695 1.571 -0.01
O 1.322 6.411 0.646 -0.41
C 1.212 5.907 -0.696 -0.39
C -0.264 5.948 -1.309 -0.40
C -3.049 1.322 -1.566 0.78
C -1.524 0.782 -1.546 -0.92
C -1.388 -0.773 -1.246 0.13
C 0.203 -1.104 -1.285 -1.15
S 0.665 -2.212 -2.682 1.33
O 0.197 -3.627 -2.454 -0.61
O 0.184 -1.698 -3.999 -0.62
O 2.352 -2.299 -2.785 -0.46
C -5.047 0.784 0.725 -0.25
C -4.393 -0.488 1.508 0.00
C -5.134 -1.817 0.970 0.05
N -5.020 -2.181 -0.471 -0.59
O -5.780 -2.586 1.689 -0.50
H -7.249 4.865 3.134 0.36
H -5.827 4.161 2.230 -0.06
H -6.348 5.971 1.978 0.26
H -8.708 4.709 1.262 0.40
H -7.600 3.380 0.691 0.14
H -8.059 5.088 -1.284 0.26
H -7.850 6.446 -0.099 0.38
H -5.468 6.095 0.008 0.28
H -2.874 4.474 -2.285 -0.29
H -4.016 5.813 -2.807 0.55
H -4.391 2.881 -4.034 0.17
H -5.171 4.438 -4.591 0.38
H -2.081 4.443 -4.293 0.10
H -3.089 5.084 -5.765 0.40
H -3.010 1.578 -5.061 0.11
H -1.495 1.142 1.210 0.39
H -2.794 1.563 2.428 0.36
H -1.735 4.083 0.923 -0.17
H -2.408 3.802 2.588 0.27
H 0.081 2.212 2.596 0.38
H -0.260 3.699 3.591 0.28
H 1.042 3.607 0.751 0.13
H 1.878 4.135 2.289 0.31
H -0.635 5.836 1.384 0.11
H 0.675 6.165 2.613 0.03
H 1.847 6.605 -1.348 0.37
H 1.659 4.868 -0.847 0.25
H -0.838 4.979 -1.132 -0.22
H -0.158 6.072 -2.437 0.41
H -0.866 6.851 -0.938 0.26
H -3.124 2.015 -2.459 -0.62
H -3.690 0.402 -1.828 0.49
H -0.879 1.444 -0.885 0.11
H -1.128 0.936 -2.615 0.47
H -1.735 -1.096 -0.217 -0.24
H -1.948 -1.434 -1.999 0.55
H 0.467 -1.661 -0.321 0.43
H 0.782 -0.117 -1.328 0.55
H 2.724 -1.853 -1.989 0.35
H -5.626 0.314 -0.144 0.16
H -5.760 1.289 1.468 0.28
H -4.618 -0.428 2.617 0.41
H -3.296 -0.641 1.264 0.09
H -4.074 -1.972 -0.823 0.29
H -5.655 -1.612 -1.044 0.34
C 1.018 8.700 6.563 -0.56
C -0.478 8.923 6.515 -0.55
C -0.848 8.294 5.186 -0.46
O 0.085 7.229 4.957 -0.31
C 1.155 7.340 5.906 -0.42
H 1.435 8.730 7.570 0.33
H 1.525 9.459 5.959 0.27
H -0.960 8.378 7.334 0.26
H -0.769 9.972 6.586 0.32
H -0.747 9.011 4.365 0.29
H -1.866 7.897 5.179 0.27
H 1.039 6.533 6.637 0.29
H 2.112 7.214 5.396 0.25
C 3.162 -7.013 -3.706 -0.64
C 3.037 -5.588 -3.210 -0.32
C 4.367 -5.380 -2.514 0.07
O 5.327 -6.196 -3.198 -0.45
C 4.631 -7.089 -4.078 -0.41
H 2.499 -7.248 -4.540 0.37
H 2.946 -7.710 -2.890 0.24
H 2.950 -4.905 -4.061 0.32
H 2.182 -5.424 -2.554 0.23
H 4.326 -5.712 -1.473 -0.34
H 4.692 -4.336 -2.534 0.32
H 4.798 -6.746 -5.105 0.34
H 5.038 -8.098 -3.977 0.28
C 4.232 -7.724 0.499 0.70
C 3.025 -7.907 1.393 -0.66
C 3.646 -7.846 2.776 -0.50
O 4.789 -6.986 2.679 -0.45
C 5.068 -6.742 1.293 -0.28
H 3.988 -7.364 -0.500 -0.54
H 4.767 -8.674 0.400 0.12
H 2.332 -7.070 1.257 0.27
H 2.478 -8.834 1.211 0.37
H 3.995 -8.833 3.098 0.26
H 2.957 -7.457 3.529 0.30
H 4.782 -5.707 1.072 0.30
H 6.138 -6.855 1.107 0.11
C 8.472 -10.806 -1.360 -0.55
C 8.967 -9.406 -1.652 -0.60
C 7.932 -8.552 -0.946 -0.12
O 7.464 -9.312 0.178 -0.39
C 7.932 -10.661 0.050 -0.41
H 9.244 -11.572 -1.443 0.34
H 7.659 -11.063 -2.047 0.26
H 9.950 -9.258 -1.194 0.27
H 9.050 -9.182 -2.717 0.33
H 7.074 -8.350 -1.596 0.03
H 8.339 -7.599 -0.601 0.30
H 8.720 -10.815 0.794 0.27
H 7.115 -11.355 0.260 0.26
```

Results
- orbital gap (Eh) = 0.333
- ΔE to the lowest compared entry with this formula, charge and spin (kcal/mol) = 129.10
- LUMO energy (eV) = -0.12



# 5
Entry from the Open Molecules 2025 dataset: 2 unconnected molecules or ions with the total composition C4H14N3 at a distorted geometry (ωB97M-V with the def2-TZVPD basis set).

The geometry in XYZ format:
```
21
Properties=species:S:1:pos:R:3:mulliken_charge:R:1
C 1.997 -0.743 1.911 -0.95
C 0.495 -0.770 0.007 0.78
N 1.710 -0.570 0.502 -0.18
N -0.571 -1.103 0.725 -0.25
N 0.339 -0.884 -1.345 -0.43
H 2.464 -0.370 -0.133 0.21
H -0.379 -1.337 1.682 0.14
H -1.445 -1.188 0.236 0.24
H 1.108 -0.755 -1.984 0.24
H -0.474 -0.505 -1.816 0.20
H 1.189 -1.111 2.510 0.30
H 2.226 0.172 2.395 0.36
H 2.820 -1.453 2.146 0.31
C -2.422 1.616 -1.309 -0.82
C -1.264 2.056 -0.406 -0.74
H -3.472 1.979 -1.159 0.32
H -2.469 2.126 -2.281 0.28
H -2.328 0.521 -1.446 0.11
H -1.292 1.650 0.577 0.28
H -1.212 3.171 -0.356 0.35
H -0.337 1.883 -0.901 0.24
```

Results
- orbital gap (Eh) = 0.431
- ΔE to the lowest compared entry with this formula, charge and spin (kcal/mol) = 23.07
- LUMO energy (eV) = -2.97
- charge = +1